(1)
Below is 4 unconnected molecules or ions with the total composition C5H18N2O4 in a non-equilibrium geometry, with properties calculated with ωB97M-V/def2-TZVPD.

Each line ends with the natural charge from an NBO analysis.
Positions of all 29 atoms, in Å:
H -3.292 1.519 0.917  0.480
H -2.331 0.205 -2.215  0.473
H 3.104 0.752 1.267  0.184
H -0.041 2.420 2.787  0.462
H 2.654 -0.759 2.282  0.215
N 1.253 -0.040 0.669  -0.478
N 0.099 -3.013 -0.664  -0.805
H 0.047 -3.180 0.307  0.392
O 0.256 -1.183 -2.052  -0.603
H -3.451 0.051 -1.230  0.457
C 1.249 1.024 -0.326  -0.248
C 2.257 0.167 1.702  -0.431
H 2.615 -1.356 -0.636  0.204
H 2.031 0.834 -1.179  0.191
C 1.626 -1.326 -0.031  -0.318
H 1.606 0.849 2.332  0.201
H 1.938 -2.061 0.817  0.193
O -3.092 -0.380 -2.064  -0.927
C -0.108 1.379 -1.034  -0.619
H 0.078 0.925 2.767  0.469
O -2.675 2.338 0.762  -0.956
O -0.121 1.671 3.319  -0.920
C 0.432 -1.787 -1.008  0.670
H -0.498 -3.736 -1.223  0.410
H -1.763 2.170 1.043  0.477
H -0.532 2.216 -0.632  0.192
H -0.927 0.633 -0.938  0.208
H -0.122 1.595 -2.100  0.228
H 1.737 1.988 0.052  0.200

Computed properties:
relative energy (zero: lowest compared OMol25 entry of this formula, charge and spin) = 88.2 kcal/mol
total charge = 0
frontier orbital gap = 9.74 eV
SMILES = CCN(C)CC(N)=O.O.O.O

(2)
Below is 4 unconnected molecules or ions with the total composition C5H18N2O4 in a non-equilibrium geometry, with properties calculated with ωB97M-V/def2-TZVPD.

Each line ends with the natural charge from an NBO analysis.
Positions of all 29 atoms, in Å:
H -2.334 -0.926 -0.783  0.175
H 0.279 1.775 2.212  0.499
H 0.641 -0.394 1.892  0.492
O 0.758 2.644 2.263  -0.996
C -2.646 1.001 -0.012  -0.631
N 0.644 -2.305 -0.212  -0.623
N -0.601 0.184 -1.143  -0.692
C 1.963 -2.116 0.036  0.529
H 2.632 -2.105 -0.835  0.124
H -0.619 -0.881 -3.010  0.175
H -2.514 0.198 -2.101  0.173
H -3.695 1.228 -0.185  0.221
H 1.660 2.354 2.458  0.466
H 0.847 2.989 0.235  0.493
H -0.612 3.101 0.365  0.470
C -2.072 0.091 -1.100  -0.216
O -0.135 0.189 1.841  -0.985
H 0.500 -2.871 -2.251  0.202
H -0.278 1.144 -1.114  0.418
H -2.202 1.993 -0.102  0.202
O 0.071 3.203 -0.317  -0.961
O 2.356 -2.015 1.180  -0.627
H -0.990 -2.543 -1.524  0.213
H -2.575 0.530 0.971  0.227
C 0.047 -2.202 -1.502  -0.242
H -0.284 0.208 0.861  0.499
H 0.082 -2.500 0.603  0.412
H 0.954 -0.338 -2.369  0.202
C -0.023 -0.762 -2.085  -0.220

Computed properties:
relative energy (zero: lowest compared OMol25 entry of this formula, charge and spin) = 22.7 kcal/mol
total charge = 0
frontier orbital gap = 10.12 eV
SMILES = CCNCCNC=O.O.O.O

(3)
Below is 3 unconnected molecules or ions with the total composition C5H18N4 in a non-equilibrium geometry, with properties calculated with ωB97M-V/def2-TZVPD.

Each line ends with the natural charge from an NBO analysis.
Positions of all 27 atoms, in Å:
C 0.792 2.363 -1.687  -0.905
C 1.858 -1.293 1.002  -0.400
H 0.670 3.289 -1.133  0.213
H -1.178 1.345 1.111  0.211
H -2.510 0.483 -1.012  0.344
C -1.154 -0.824 -1.437  0.586
C -0.798 1.113 2.104  -0.616
H 0.365 -0.372 -2.662  0.412
H -0.148 1.709 -1.625  0.262
H 0.271 -2.053 -2.236  0.386
H 0.805 0.282 0.270  0.366
N 0.056 -1.092 -2.029  -0.836
H -0.155 1.930 2.421  0.214
H 0.386 -0.412 3.070  0.182
N 1.123 -0.062 1.173  -0.626
H 2.672 -1.129 0.298  0.202
C -0.005 -0.185 2.072  -0.208
H -1.635 1.034 2.795  0.205
N -1.723 -1.886 -0.766  -0.838
H 1.242 -2.134 0.636  0.141
H 1.663 1.840 -1.304  0.201
H 2.285 -1.590 1.961  0.188
H -1.119 -2.650 -0.505  0.383
N -1.628 0.363 -1.497  -0.803
H 0.967 2.610 -2.730  0.203
H -0.677 -1.022 1.794  0.139
H -2.426 -1.658 -0.083  0.394

Computed properties:
relative energy (zero: lowest compared OMol25 entry of this formula, charge and spin) = 0.0 kcal/mol
total charge = 0
frontier orbital gap = 9.32 eV
SMILES = N=C(N)N.CCNC.C

> Among the records above, which one has the highest frontier orbital gap?

number 2

> frontier orbital gap of number 1 (C5H18N2O4)?

9.74 eV

Please write out number 3 again, unchanged.
Below is 3 unconnected molecules or ions with the total composition C5H18N4 in a non-equilibrium geometry, with properties calculated with ωB97M-V/def2-TZVPD.

Each line ends with the natural charge from an NBO analysis.
Positions of all 27 atoms, in Å:
C 0.792 2.363 -1.687  -0.905
C 1.858 -1.293 1.002  -0.400
H 0.670 3.289 -1.133  0.213
H -1.178 1.345 1.111  0.211
H -2.510 0.483 -1.012  0.344
C -1.154 -0.824 -1.437  0.586
C -0.798 1.113 2.104  -0.616
H 0.365 -0.372 -2.662  0.412
H -0.148 1.709 -1.625  0.262
H 0.271 -2.053 -2.236  0.386
H 0.805 0.282 0.270  0.366
N 0.056 -1.092 -2.029  -0.836
H -0.155 1.930 2.421  0.214
H 0.386 -0.412 3.070  0.182
N 1.123 -0.062 1.173  -0.626
H 2.672 -1.129 0.298  0.202
C -0.005 -0.185 2.072  -0.208
H -1.635 1.034 2.795  0.205
N -1.723 -1.886 -0.766  -0.838
H 1.242 -2.134 0.636  0.141
H 1.663 1.840 -1.304  0.201
H 2.285 -1.590 1.961  0.188
H -1.119 -2.650 -0.505  0.383
N -1.628 0.363 -1.497  -0.803
H 0.967 2.610 -2.730  0.203
H -0.677 -1.022 1.794  0.139
H -2.426 -1.658 -0.083  0.394

Computed properties:
relative energy (zero: lowest compared OMol25 entry of this formula, charge and spin) = 0.0 kcal/mol
total charge = 0
frontier orbital gap = 9.32 eV
SMILES = N=C(N)N.CCNC.C